Molecular formula: C5H12O2S
Method: DFT, ωB97M-V/def2-TZVPD

The orbital gap comes out at 9.147 eV. For the HOMO energy, the calculation gives -8.62 eV. The total energy comes out at -746.33614 hartree. The total charge is 0.

Last column: Mulliken charge in e.
Element x y z (Å)
C  -2.28  -0.78  2.10  -0.9384
S  -1.92  -1.81  0.69  -0.0974
C  -1.29  -0.68  -0.65  -0.7703
C  -0.11  0.16  -0.20  -0.4985
C  1.16  -0.73  -0.11  -0.7005
C  1.71  -1.16  -1.46  0.0880
O  1.09  -0.87  -2.46  -0.4826
H  -2.42  0.30  2.05  0.3248
H  -3.25  -0.98  2.57  0.3548
H  -1.50  -0.93  2.85  0.2764
H  -2.08  0.00  -1.04  0.4132
H  -1.15  -1.38  -1.46  0.3374
H  -0.39  0.78  0.66  0.4138
H  0.11  0.82  -1.04  0.2267
H  1.92  -0.07  0.37  0.3323
H  1.05  -1.59  0.55  0.3417
H  2.69  -1.63  -1.42  0.3793
O  2.09  3.91  -0.66  -0.6429
H  1.69  3.13  -1.07  0.3241
H  2.88  3.51  -0.26  0.3179